Entry from the Open Molecules 2025 dataset: a molecular structure, C49H46As2ClF5IrN2O4PSSe (ωB97M-V/def2-TZVPD).

Geometry (Å):
Ir: 0.0725 -0.2754 0.3247
O: 0.8435 1.2494 2.1467
C: -0.3320 1.0487 1.8518
C: -1.5889 1.4913 2.2039
C: -1.7838 2.4597 3.2334
C: -3.0440 2.8728 3.5527
C: -4.1700 2.3520 2.8943
C: -4.0098 1.4112 1.8922
C: -2.7465 0.9783 1.5235
P: -2.3403 -0.2481 0.2614
C: -3.2724 -1.7278 0.7764
C: -3.5696 -1.9385 2.1202
C: -4.2133 -3.0955 2.5188
C: -4.5549 -4.0574 1.5818
C: -4.2698 -3.8485 0.2402
C: -3.6322 -2.6905 -0.1636
C: -3.1758 0.1659 -1.3137
C: -2.4205 0.3671 -2.4655
C: -3.0433 0.6725 -3.6642
C: -4.4256 0.7687 -3.7223
C: -5.1833 0.5472 -2.5816
C: -4.5658 0.2485 -1.3802
H: -0.9133 2.8432 3.7419
H: -3.1846 3.6071 4.3291
H: -5.1566 2.6788 3.1822
H: -4.8825 1.0061 1.4057
H: -3.3029 -1.1839 2.8483
H: -4.4393 -3.2459 3.5645
H: -5.0410 -4.9695 1.8934
H: -4.5429 -4.5924 -0.4933
H: -3.4250 -2.5155 -1.2100
H: -1.3406 0.2704 -2.4138
H: -2.4525 0.8281 -4.5522
H: -4.9162 0.9978 -4.6565
H: -6.2632 0.5897 -2.6276
H: -5.1613 0.0592 -0.5001
C: -0.6505 -3.1910 2.8682
As: 0.7173 -1.9792 2.1514
C: 1.5611 -1.5206 3.8605
C: 1.7704 -3.3501 1.2541
C: 2.4786 -4.2934 1.9866
C: 3.1646 -5.3105 1.3519
C: 3.1352 -5.4027 -0.0296
C: 2.4206 -4.4725 -0.7645
C: 1.7331 -3.4432 -0.1349
As: 0.6511 -2.2245 -1.2163
C: -0.6698 -3.5464 -1.8401
C: 1.6647 -2.0264 -2.8676
H: -0.1747 -3.9914 3.4377
H: -1.2355 -3.6279 2.0588
H: -1.3187 -2.6385 3.5282
H: 2.1767 -2.3406 4.2353
H: 0.7648 -1.3174 4.5825
H: 2.1656 -0.6183 3.7568
H: 2.5044 -4.2254 3.0676
H: 3.7233 -6.0272 1.9337
H: 3.6629 -6.1979 -0.5330
H: 2.3982 -4.5505 -1.8459
H: -0.1563 -4.4266 -2.2276
H: -1.2719 -3.1078 -2.6388
H: -1.3252 -3.8470 -1.0230
H: 1.6958 -2.9588 -3.4342
H: 2.6749 -1.6925 -2.6356
H: 1.1837 -1.2568 -3.4737
C: 2.9760 -0.4819 -5.7797
C: 2.1208 0.6642 -5.3331
C: 1.0574 1.0809 -6.1162
C: 0.2619 2.1508 -5.7314
Cl: -1.0998 2.6097 -6.6968
C: 0.5558 2.8612 -4.5799
C: 1.6282 2.4725 -3.8015
C: 2.3883 1.3530 -4.1332
O: 3.3824 0.8603 -3.3441
C: 3.6172 1.4567 -2.1002
C: 2.3384 1.4829 -1.1981
O: 2.1701 2.4769 -0.5007
O: 1.5535 0.5162 -1.3271
H: 2.3835 -1.2251 -6.3069
H: 3.4715 -0.9461 -4.9343
H: 3.7457 -0.1233 -6.4632
H: 0.8398 0.5632 -7.0379
H: -0.0471 3.7079 -4.2883
H: 1.8626 3.0585 -2.9278
H: 3.9836 2.4857 -2.1920
H: 4.3731 0.8449 -1.6025
F: 6.3769 0.4299 5.9538
C: 5.7911 0.2040 4.7793
C: 5.4954 -1.0972 4.3784
F: 5.8099 -2.1344 5.1578
C: 4.8473 -1.3136 3.1740
F: 4.5525 -2.5714 2.8135
C: 4.4558 -0.2613 2.3336
S: 3.5636 -0.5641 0.8961
C: 4.8105 1.0356 2.7351
F: 4.5055 2.0738 1.9526
C: 5.4597 1.2676 3.9397
F: 5.7576 2.5153 4.3060
C: 1.1611 4.4629 1.3794
N: -0.2571 4.5994 1.1959
C: -1.0734 5.4428 1.8901
C: -2.3353 5.2764 1.4193
N: -2.2811 4.3321 0.4368
C: -3.3829 3.8917 -0.3712
C: -1.0041 3.9157 0.3116
Se: -0.4409 2.6465 -0.9211
H: 1.4958 5.1382 2.1637
H: 1.6891 4.6919 0.4533
H: 1.4120 3.4365 1.6488
H: -0.7086 6.0917 2.6581
H: -3.2547 5.7484 1.6985
H: -4.3044 4.2874 0.0469
H: -3.4283 2.8020 -0.3820
H: -3.2699 4.2405 -1.3986

Cartesian forces (eV/Å) of the 6 atoms listed first:
-1.98 -1.37 1.43
-1.30 1.55 1.96
5.24 -2.82 -3.82
-4.38 1.97 2.03
0.74 -1.16 -1.08
-1.12 0.11 0.04

## Properties
Spin multiplicity: 2
Frontier orbital gap (alpha / beta): 0.162 / 0.182 Eh
E_HOMO (alpha / beta): -8.71 / -9.39 eV
LUMO level (alpha / beta): -4.287 / -4.436 eV
Total charge: +1

***

Entry from the Open Molecules 2025 dataset: a molecular structure, C49H46N7NaO7S2Si (ωB97M-V/def2-TZVPD).

Geometry (Å):
Na: -1.2757 -0.3441 -0.5303
O: 4.3095 -4.9941 3.0232
C: 4.7053 -4.2309 2.1261
O: 5.7904 -4.2140 1.5230
C: 3.7071 -3.1218 1.7191
C: 4.0036 -2.2180 0.7118
C: 3.0908 -1.2125 0.4006
N: 1.9168 -1.0963 1.0107
C: 1.6149 -1.9748 1.9610
C: 2.4864 -2.9853 2.3577
C: 0.2742 -1.8130 2.6092
C: -0.1943 -2.7330 3.5448
C: -1.4191 -2.5144 4.1530
C: -2.1537 -1.3975 3.7975
C: -1.6176 -0.5480 2.8404
N: -0.4428 -0.7452 2.2564
C: 3.4053 -0.1837 -0.6405
C: 4.3272 -0.4482 -1.6563
C: 4.6027 0.5320 -2.5894
C: 3.9596 1.7538 -2.4845
C: 3.0595 1.9246 -1.4435
N: 2.7841 0.9891 -0.5444
H: 4.9648 -2.3169 0.2348
H: 2.2696 -3.6786 3.1557
H: 0.3842 -3.6102 3.7891
H: -1.7980 -3.2227 4.8809
H: -3.1229 -1.1843 4.2221
H: -2.1698 0.3303 2.5184
H: 4.8036 -1.4126 -1.7300
H: 5.3046 0.3381 -3.3916
H: 4.1269 2.5497 -3.1975
H: 2.5136 2.8524 -1.3406
N: 0.8500 5.7027 5.0281
C: 0.8219 6.9590 5.5855
C: 1.4148 7.5023 6.7176
C: 1.1519 8.8340 6.9803
C: 0.3203 9.5938 6.1443
C: -0.2695 9.0424 5.0241
C: -0.0157 7.7028 4.7412
N: -0.4738 6.9160 3.7010
C: 0.0622 5.7430 3.9048
C: -0.1300 4.5484 3.0709
C: -1.2065 4.4693 2.1987
C: -1.3701 3.3117 1.4527
N: -0.5465 2.2736 1.5328
C: 0.4880 2.3567 2.3560
C: 0.7454 3.4696 3.1404
H: 1.3208 4.8877 5.3830
H: 2.0556 6.9176 7.3620
H: 1.5947 9.2993 7.8501
H: 0.1402 10.6327 6.3853
H: -0.9094 9.6228 4.3754
H: -1.9038 5.2893 2.1215
H: -2.2140 3.1931 0.7820
H: 1.1384 1.4922 2.3715
H: 1.6269 3.4833 3.7684
C: -1.4031 -4.8936 -0.0049
S: -2.1668 -3.3750 0.5720
C: -3.8485 -3.7517 0.0719
O: -1.6656 -2.3272 -0.3620
H: -1.8620 -5.7446 0.4932
H: -0.3465 -4.8418 0.2432
H: -1.5302 -4.9423 -1.0855
H: -4.2218 -4.5537 0.7047
H: -3.8487 -4.0442 -0.9747
H: -4.4209 -2.8352 0.2225
O: -0.4735 -0.3846 -2.5173
Si: -1.1100 -0.6989 -3.9153
C: -2.7349 0.2442 -4.2679
C: -3.9244 -0.3228 -4.7241
C: -5.0748 0.4368 -4.9093
C: -5.0592 1.7954 -4.6420
C: -3.8847 2.3878 -4.1971
C: -2.7461 1.6203 -4.0142
C: -1.5186 -2.5394 -4.2112
C: -0.7582 -3.3415 -5.0607
C: -1.0290 -4.6942 -5.2308
C: -2.0890 -5.2773 -4.5568
C: -2.8635 -4.5013 -3.7038
C: -2.5693 -3.1578 -3.5256
C: 0.0235 -0.2106 -5.3584
C: 1.3751 0.0191 -5.0982
C: 2.2549 0.3764 -6.1119
C: 1.7941 0.5154 -7.4127
C: 0.4516 0.2983 -7.6929
C: -0.4188 -0.0582 -6.6728
H: -3.9600 -1.3814 -4.9450
H: -5.9854 -0.0360 -5.2597
H: -5.9567 2.3886 -4.7712
H: -3.8610 3.4488 -3.9764
H: -1.8457 2.1016 -3.6571
H: 0.0656 -2.8972 -5.6052
H: -0.4118 -5.2926 -5.8905
H: -2.3117 -6.3299 -4.6916
H: -3.6944 -4.9545 -3.1731
H: -3.1579 -2.5741 -2.8291
H: 1.7270 -0.0781 -4.0786
H: 3.2998 0.5503 -5.8845
H: 2.4768 0.7985 -8.2062
H: 0.0843 0.4135 -8.7065
H: -1.4665 -0.2161 -6.9017
C: -5.3497 1.1952 -0.7670
S: -4.0400 0.7182 0.3352
O: -4.2786 -0.6842 0.6683
O: -4.1322 1.6168 1.4796
O: -2.8210 0.9165 -0.4586
H: -6.2940 1.1067 -0.2382
H: -5.3238 0.5521 -1.6414
H: -5.1750 2.2236 -1.0661
N: -0.2455 2.4980 -1.6369
H: 0.1898 2.2289 -0.7570
H: -1.2403 2.5177 -1.4226
H: -0.1418 1.6561 -2.2052

Cartesian forces (eV/Å) of the 6 atoms listed first:
1.66 0.21 0.10
-0.22 -0.25 0.28
-0.04 0.20 0.06
0.32 0.02 -0.28
-0.09 0.05 -0.08
-0.03 0.02 0.13

## Properties
Spin multiplicity: 1
Frontier orbital gap: 0.256 Eh
E_HOMO: -3.61 eV
Energy relative to the best compared isomer or geometry (same formula, charge and spin): 10.9 kcal per mole
LUMO level: 3.346 eV
Total charge: -2

***

Entry from the Open Molecules 2025 dataset: a molecular structure, C49H47F9N2O10S3SiTi (ωB97M-V/def2-TZVPD).

Geometry (Å):
Ti: -2.5968 0.4541 0.5096
O: -1.2620 -1.6774 3.0719
S: -1.5299 -0.3627 2.5878
O: -1.1733 0.7199 3.4498
O: -3.0143 -0.2140 2.1455
O: -0.9274 -0.1444 1.1826
C: 4.6146 6.2739 2.1381
C: 3.7971 5.1030 1.6637
C: 2.4267 5.2227 1.4609
C: 1.6676 4.1121 1.1215
C: 2.2754 2.8721 0.9722
C: 3.6506 2.7525 1.1061
C: 4.4007 3.8636 1.4452
S: 1.1160 1.5015 0.8031
O: 1.1918 1.0545 -0.6376
C: 2.0170 0.3184 1.8190
C: 1.7841 0.6145 3.1850
C: 2.1465 -0.2564 4.1591
C: 2.7493 -1.4887 3.8183
C: 3.0790 -2.4363 4.8159
C: 3.7067 -3.6034 4.4936
C: 4.0326 -3.8740 3.1499
C: 3.7160 -2.9823 2.1649
C: 3.0591 -1.7602 2.4630
C: 2.6962 -0.8184 1.4348
C: 3.3349 -1.0651 0.0882
C: 4.7610 -0.8192 0.0919
C: 5.4190 -0.2068 1.1941
C: 6.7734 -0.0291 1.2017
C: 7.5595 -0.4395 0.1078
C: 6.9583 -0.9974 -0.9816
C: 5.5569 -1.1946 -1.0179
C: 4.9385 -1.8062 -2.1293
C: 3.5926 -1.9710 -2.1520
C: 2.7828 -1.5807 -1.0591
S: 1.0152 -1.9321 -1.2293
O: 0.9157 -3.4212 -1.3222
C: 0.8684 -1.3497 -2.9517
C: 1.2130 -0.0591 -3.3459
C: 0.9827 0.3429 -4.6494
C: 0.3785 -0.5109 -5.5748
C: 0.0712 -0.0339 -6.9687
C: 0.0564 -1.7999 -5.1674
C: 0.3130 -2.2195 -3.8687
H: 3.9808 7.1332 2.3500
H: 5.3524 6.5638 1.3877
H: 5.1543 6.0142 3.0498
H: 1.9458 6.1841 1.5948
H: 0.5948 4.2022 0.9914
H: 4.1328 1.7941 0.9569
H: 5.4734 3.7654 1.5672
H: 1.3018 1.5518 3.4361
H: 1.9565 -0.0299 5.2011
H: 2.8088 -2.2138 5.8414
H: 3.9536 -4.3230 5.2635
H: 4.5362 -4.7977 2.8963
H: 3.9561 -3.2225 1.1384
H: 4.8416 0.1135 2.0496
H: 7.2488 0.4251 2.0622
H: 8.6337 -0.3109 0.1389
H: 7.5457 -1.3019 -1.8398
H: 5.5506 -2.1523 -2.9536
H: 3.1217 -2.4483 -2.9997
H: 1.6684 0.6200 -2.6340
H: 1.2825 1.3366 -4.9635
H: 0.9853 0.2171 -7.5097
H: -0.5466 0.8647 -6.9301
H: -0.4646 -0.7952 -7.5332
H: -0.4024 -2.4882 -5.8676
H: 0.1016 -3.2326 -3.5645
O: -1.2898 -5.3445 -3.3200
C: -2.5907 -5.8701 -3.3396
N: -3.6049 -4.9625 -3.8447
C: -4.0651 -3.8020 -3.2901
O: -4.7697 -3.0344 -3.9156
C: -3.6451 -3.5160 -1.8821
C: -3.7949 -4.4318 -0.8502
C: -3.3246 -4.0936 0.4031
C: -2.7591 -2.8466 0.5960
N: -2.7093 -1.9124 -0.3659
C: -3.1437 -2.2594 -1.5747
H: -1.1481 -4.8114 -2.5264
H: -2.8754 -6.2392 -2.3567
H: -2.5645 -6.7107 -4.0282
H: -3.8488 -5.0493 -4.8192
H: -4.2748 -5.3855 -1.0298
H: -3.3876 -4.7870 1.2305
H: -2.3335 -2.5939 1.5517
H: -3.0766 -1.5115 -2.3550
O: -1.4618 0.9067 -1.2386
H: -0.4665 0.9076 -1.1185
H: -1.6579 0.6110 -2.1314
F: -6.9449 0.4174 -2.5751
C: -5.7971 -0.0431 -2.0710
F: -4.8713 0.0164 -3.0288
F: -5.9866 -1.3223 -1.7434
C: -5.3198 0.7902 -0.8323
O: -3.9495 0.6860 -0.7063
C: -6.0173 0.2720 0.4554
F: -5.7202 1.0736 1.4851
F: -7.3421 0.2033 0.3451
F: -5.5620 -0.9493 0.7611
C: -5.6648 2.2899 -1.0772
F: -5.1282 2.6796 -2.2396
F: -5.1424 3.0549 -0.1137
F: -6.9762 2.5295 -1.1128
C: -3.9088 2.5290 3.8281
Si: -2.6219 3.2908 2.6769
C: -1.1079 3.7744 3.7134
C: -3.3254 4.9904 2.1875
C: -2.3021 2.4562 0.9947
H: -3.7096 2.8124 4.8633
H: -3.8759 1.4432 3.7706
H: -4.9172 2.8590 3.5724
H: -1.3688 4.6197 4.3541
H: -0.2458 4.0667 3.1099
H: -0.8032 2.9441 4.3493
H: -3.5922 5.5658 3.0788
H: -4.2241 4.8948 1.5714
H: -2.5958 5.5813 1.6248
H: -1.2275 2.5338 0.8203
H: -2.7868 3.0556 0.2248

Cartesian forces (eV/Å) of the 6 atoms listed first:
-0.35 1.65 -2.96
-0.18 -0.09 -0.14
1.43 -0.39 1.46
-0.18 0.14 0.06
-0.55 -0.44 1.15
0.48 -0.59 0.66

## Properties
Spin multiplicity: 1
Frontier orbital gap: 0.301 Eh
E_HOMO: -8.43 eV
Energy relative to the best compared isomer or geometry (same formula, charge and spin): 23.9 kcal per mole
LUMO level: -0.244 eV